{"formula": "C55H57AsN3OsP2", "method": "ωB97M-V/def2-TZVPD", "symbols": ["Os", "C", "N", "P", "C", "C", "C", "C", "C", "C", "C", "C", "C", "C", "C", "C", "P", "C", "C", "C", "C", "C", "C", "C", "C", "C", "C", "C", "C", "H", "H", "H", "H", "H", "H", "H", "H", "H", "H", "H", "H", "H", "H", "H", "H", "H", "H", "H", "H", "H", "H", "H", "C", "C", "C", "C", "N", "C", "C", "H", "H", "H", "H", "H", "H", "H", "C", "C", "C", "C", "C", "C", "As", "N", "C", "C", "C", "C", "C", "C", "C", "C", "C", "C", "C", "C", "C", "C", "C", "C", "C", "C", "H", "H", "H", "H", "H", "H", "H", "H", "H", "H", "H", "H", "H", "H", "H", "H", "H", "H", "H", "H", "H", "H", "H", "H", "H", "H", "H"], "xyz": [[-0.49307, -0.12890, -0.06328], [1.89938, -3.39707, -1.95087], [1.44027, -2.03157, -2.31938], [-0.21786, -1.68032, -1.87770], [-0.96047, -3.33334, -1.72605], [-1.57962, -3.70548, -0.53952], [-2.24859, -4.91808, -0.45269], [-2.30062, -5.75525, -1.55505], [-1.69269, -5.37886, -2.74919], [-1.02893, -4.17054, -2.84277], [-1.07811, -1.18742, -3.40849], [-2.46031, -1.04897, -3.24709], [-3.27034, -0.85961, -4.35014], [-2.70590, -0.81157, -5.62103], [-1.33599, -0.94144, -5.78064], [-0.51552, -1.13318, -4.67485], [2.66523, -0.83816, -2.06528], [4.11147, -1.48182, -2.93206], [4.01434, -2.32393, -4.04494], [5.17134, -2.71943, -4.68990], [6.41662, -2.31158, -4.22088], [6.51090, -1.46969, -3.12110], [5.36016, -1.05709, -2.47071], [2.25454, 0.72048, -2.90464], [2.01914, 1.83564, -2.09850], [1.88165, 3.09157, -2.66768], [1.98282, 3.23302, -4.04385], [2.24200, 2.12597, -4.84638], [2.40253, 0.87240, -4.28455], [1.68169, -4.08711, -2.76506], [1.40040, -3.76950, -1.05671], [2.97321, -3.40346, -1.77769], [-1.53737, -3.03367, 0.30634], [-2.73110, -5.20525, 0.47201], [-2.81918, -6.70211, -1.48805], [-1.75390, -6.02441, -3.61502], [-0.58047, -3.87322, -3.78317], [-2.89772, -1.13082, -2.25707], [-4.34140, -0.76668, -4.22919], [-3.34100, -0.69266, -6.48861], [-0.90500, -0.91367, -6.77285], [0.54879, -1.26704, -4.81060], [3.05343, -2.64784, -4.42381], [5.10053, -3.35589, -5.56194], [7.31564, -2.65851, -4.71221], [7.47805, -1.14791, -2.76042], [5.43157, -0.39807, -1.61267], [1.97490, 1.72209, -1.01853], [1.71860, 3.95600, -2.03764], [1.88468, 4.21106, -4.49639], [2.35119, 2.24979, -5.91566], [2.66195, 0.02849, -4.90996], [-3.88263, 4.61081, -2.69855], [-3.19432, 3.41358, -2.13897], [-2.18404, 2.75976, -2.84799], [-1.55315, 1.66320, -2.31025], [-1.84829, 1.16072, -1.09356], [-2.84647, 1.76958, -0.42026], [-3.52073, 2.86914, -0.89751], [-4.18481, 4.42508, -3.72974], [-3.19708, 5.46081, -2.71817], [-4.75893, 4.88599, -2.11701], [-1.88878, 3.10131, -3.83156], [-0.79300, 1.15349, -2.87764], [-3.13345, 1.33842, 0.52788], [-4.31441, 3.30123, -0.30283], [-2.44457, -2.46739, 7.54063], [-2.05656, -1.73040, 6.29873], [-1.39894, -0.50765, 6.35129], [-1.03146, 0.20071, 5.21522], [-0.31422, 1.51249, 5.39996], [-1.32989, -0.37549, 3.96855], [-0.84504, 0.49875, 2.29105], [0.55249, -0.48491, 1.54985], [1.67511, -1.05389, 2.10080], [2.52812, -1.83064, 1.29694], [3.68331, -2.37558, 1.81299], [4.01342, -2.18491, 3.15234], [3.17280, -1.43379, 3.96577], [2.02253, -0.87094, 3.45202], [-0.59203, 2.42807, 2.47964], [-1.75383, 3.13837, 2.80551], [-3.08182, 2.47503, 3.08470], [-1.68438, 4.52190, 2.90850], [-0.50388, 5.21989, 2.69322], [-0.43279, 6.70776, 2.83313], [0.62877, 4.48622, 2.33715], [0.61083, 3.10909, 2.20950], [1.87759, 2.39214, 1.82315], [-1.98657, -1.61411, 3.87944], [-2.24940, -2.29501, 2.56434], [-2.33721, -2.27076, 5.04483], [-2.20250, -1.90622, 8.43977], [-1.93030, -3.42924, 7.58287], [-3.51403, -2.68180, 7.53853], [-1.16162, -0.08131, 7.31888], [0.14876, 1.55063, 6.38408], [-1.00914, 2.35154, 5.33367], [0.46511, 1.67230, 4.65666], [2.25690, -1.98226, 0.26097], [4.33505, -2.95802, 1.17437], [4.91667, -2.61980, 3.55713], [3.41387, -1.28764, 5.01003], [1.37645, -0.29030, 4.09304], [-3.08925, 1.41111, 2.83654], [-3.87449, 2.96836, 2.52179], [-3.34136, 2.55977, 4.14125], [-2.58519, 5.06585, 3.17083], [-1.41747, 7.15073, 2.96440], [0.04550, 7.16376, 1.96614], [0.17268, 6.97213, 3.70262], [1.55927, 5.01384, 2.15892], [2.65858, 3.10467, 1.56422], [1.71319, 1.74336, 0.95996], [2.25337, 1.77344, 2.64064], [-2.60645, -1.59327, 1.80509], [-2.99913, -3.07571, 2.67582], [-1.32130, -2.75936, 2.22080], [-2.83724, -3.23001, 4.98192]], "forces_ev_per_angstrom": [[-0.172, -0.329, 0.122], [0.127, -0.446, -0.041], [0.803, 0.880, 0.929], [-0.782, -0.244, -0.975], [-0.035, 0.327, 0.371], [0.162, 0.148, -0.025], [-0.046, -0.039, 0.054], [0.006, 0.014, 0.083], [0.043, 0.003, -0.074], [-0.010, 0.036, -0.044], [0.178, -0.147, 0.172], [0.066, -0.117, -0.044], [-0.024, 0.012, 0.013], [0.002, 0.017, -0.011], [0.043, 0.025, -0.093], [0.039, 0.031, 0.077], [-0.375, -0.513, -1.877], [-0.117, 0.089, 0.471], [-0.002, 0.022, -0.039], [-0.055, -0.067, -0.049], [-0.005, 0.028, 0.055], [0.021, -0.051, 0.012], [-0.048, 0.116, 0.043], [0.023, -0.067, 0.673], [-0.146, -0.078, 0.187], [-0.057, 0.048, -0.002], [-0.017, -0.008, 0.053], [-0.001, -0.013, -0.084], [-0.027, -0.127, -0.059], [0.019, 0.050, -0.004], [-0.006, 0.109, -0.014], [0.004, 0.057, -0.048], [-0.022, -0.092, -0.001], [0.000, -0.005, -0.006], [-0.012, 0.006, -0.023], [0.025, -0.016, 0.014], [-0.047, -0.005, -0.030], [-0.076, 0.015, -0.049], [0.002, -0.017, 0.015], [0.007, 0.034, 0.001], [0.011, -0.005, 0.012], [0.055, -0.008, -0.002], [-0.029, -0.019, 0.043], [0.027, -0.004, 0.009], [-0.006, 0.040, -0.036], [0.000, 0.006, -0.011], [0.025, -0.031, 0.018], [0.022, 0.045, -0.108], [-0.015, -0.004, -0.008], [0.019, -0.002, 0.004], [-0.006, -0.014, 0.002], [-0.003, -0.007, -0.020], [-0.032, 0.046, -0.055], [0.132, -0.197, -0.009], [-0.042, 0.050, 0.062], [0.057, 0.191, -0.056], [0.035, 0.090, -0.296], [-0.179, -0.041, 0.103], [-0.050, 0.038, -0.096], [-0.025, 0.015, 0.011], [-0.009, 0.002, 0.027], [0.004, 0.011, 0.001], [0.002, -0.004, -0.002], [0.169, 0.026, 0.027], [0.109, 0.001, 0.017], [-0.003, -0.033, 0.022], [-0.019, -0.086, 0.032], [0.008, 0.016, -0.136], [-0.069, -0.022, 0.079], [0.144, 0.111, -0.214], [-0.023, -0.021, 0.065], [-0.182, 0.001, -0.293], [0.035, 0.474, 1.101], [0.004, 0.071, -0.405], [0.710, -0.214, 0.334], [-0.276, 0.199, 0.048], [0.084, -0.080, 0.009], [-0.034, 0.043, 0.001], [0.097, -0.087, 0.008], [-0.249, 0.087, -0.274], [0.059, -0.028, -0.143], [-0.041, -0.269, -0.009], [0.149, 0.086, -0.008], [0.051, 0.139, -0.016], [-0.083, -0.173, -0.054], [0.056, 0.088, 0.090], [-0.024, 0.052, -0.018], [0.018, -0.262, 0.037], [-0.058, 0.074, 0.055], [0.003, -0.052, -0.145], [0.081, 0.082, 0.174], [0.023, 0.114, 0.103], [-0.005, 0.001, 0.002], [0.013, 0.017, 0.032], [-0.003, 0.031, 0.024], [0.007, 0.007, -0.005], [-0.022, -0.032, 0.010], [0.049, 0.028, -0.017], [0.031, 0.049, 0.049], [-0.035, -0.090, 0.051], [-0.002, -0.029, 0.021], [-0.002, -0.002, -0.002], [0.025, 0.001, -0.010], [-0.037, 0.040, 0.059], [-0.179, 0.026, 0.033], [-0.030, -0.044, -0.007], [0.004, -0.070, 0.012], [0.008, 0.013, 0.008], [-0.005, -0.006, -0.014], [-0.024, -0.011, -0.018], [-0.021, 0.008, 0.001], [0.004, -0.014, -0.019], [-0.007, 0.013, 0.025], [0.076, -0.043, 0.100], [0.013, -0.051, -0.036], [-0.019, -0.059, -0.054], [-0.001, -0.006, -0.016], [-0.046, 0.000, -0.042], [-0.012, 0.002, -0.021]], "lowdin_charge": [1.121, -0.130, -0.413, 0.881, -0.378, -0.092, -0.040, -0.028, -0.031, -0.081, -0.401, -0.124, -0.038, -0.037, -0.044, -0.089, 1.164, -0.370, -0.093, -0.035, -0.019, -0.037, -0.073, -0.357, -0.120, -0.052, -0.029, -0.031, -0.072, 0.100, 0.088, 0.082, 0.040, 0.118, 0.125, 0.124, 0.117, 0.108, 0.122, 0.123, 0.120, 0.087, 0.107, 0.125, 0.127, 0.125, 0.114, 0.063, 0.121, 0.125, 0.126, 0.110, -0.010, -0.218, 0.019, -0.143, -0.161, -0.132, 0.019, 0.102, 0.106, 0.093, 0.135, 0.085, 0.078, 0.130, -0.021, -0.224, 0.017, -0.263, -0.030, -0.266, 1.277, -0.383, -0.364, -0.055, -0.055, -0.036, -0.036, -0.018, -0.304, -0.302, -0.050, 0.009, -0.232, -0.024, 0.009, -0.271, -0.043, -0.273, -0.083, 0.012, 0.087, 0.099, 0.098, 0.132, 0.098, 0.093, 0.057, 0.029, 0.115, 0.122, 0.124, 0.088, 0.033, 0.091, 0.105, 0.135, 0.086, 0.092, 0.101, 0.131, 0.094, 0.020, 0.082, 0.045, 0.096, 0.073, 0.134], "energy_ha": -5302.50921, "lumo_ev": [-7.96, -10.39], "homo_ev": [-15.174, -15.321], "multiplicity": 5, "gap_ev": [7.211, 4.935], "charge": 3}